{
  "formula": "C4H14N2O",
  "method": "wB97M-V/def2-TZVPD",
  "symbols": ["O", "N", "N", "C", "C", "C", "C", "H", "H", "H", "H", "H", "H", "H", "H", "H", "H", "H", "H", "H", "H"],
  "positions_angstrom": [[-1.09445, -0.75974, 2.62301], [1.54557, 1.53849, 0.06666], [-1.83827, -1.84010, -0.79133], [0.83482, 0.75427, -0.82596], [2.87975, 0.97520, 0.22546], [-0.30959, -0.05845, -0.15220], [-1.61447, -0.41960, -0.94170], [-1.85813, -0.29388, 2.88303], [3.39253, 1.22948, -0.73717], [-1.63059, -2.23696, -1.75780], [-1.72240, -0.00550, -2.04663], [-2.45981, 0.12847, -0.37919], [-2.81439, -2.01180, -0.59051], [0.30405, 1.50373, -1.60623], [1.12729, 1.90095, 0.95572], [2.89451, -0.02869, 0.55485], [0.10239, -1.03056, 0.21071], [3.11537, 1.44208, 1.15874], [-0.93659, 0.35663, 0.74284], [1.42514, 0.20812, -1.51946], [-1.34271, -1.35213, 1.92714]],
  "lumo_energy_ev": 0.80,
  "mol_weight_g_mol": 106.2,
  "smiles": "CNCCCN.O",
  "multiplicity": 1
}

---

{
  "formula": "C4H14N2O",
  "method": "wB97M-V/def2-TZVPD",
  "symbols": ["O", "N", "N", "C", "C", "C", "C", "H", "H", "H", "H", "H", "H", "H", "H", "H", "H", "H", "H", "H", "H"],
  "positions_angstrom": [[1.04219, 2.49536, -0.55917], [-0.61439, -0.31973, 0.06709], [1.83304, -0.32699, -1.70504], [0.76331, -0.68363, 0.44423], [1.60682, -1.28753, -0.70737], [-2.92480, 0.18021, 0.85653], [-1.34018, 0.23837, 1.14122], [1.91143, -0.68132, -2.68277], [1.36024, 0.12075, 0.97329], [-0.46436, 0.40625, -0.70927], [2.68369, -1.54328, -0.32825], [-3.19169, -0.93082, 0.54822], [-1.18449, -0.36120, 2.04663], [-2.99351, 0.66512, -0.16359], [0.60692, -1.60176, 1.03443], [-1.18156, 1.29345, 1.31538], [-3.66034, 0.55116, 1.54286], [1.11166, -2.24034, -0.99626], [2.78323, 0.02727, -1.54922], [0.31313, 2.29152, 0.03145], [1.53963, 1.70714, -0.60040]],
  "lumo_energy_ev": 0.88,
  "mol_weight_g_mol": 106.2,
  "smiles": "CCNCCN.O",
  "multiplicity": 1
}

---

{
  "formula": "C4H14N2O",
  "method": "wB97M-V/def2-TZVPD",
  "symbols": ["O", "N", "N", "C", "C", "C", "C", "H", "H", "H", "H", "H", "H", "H", "H", "H", "H", "H", "H", "H", "H"],
  "positions_angstrom": [[-2.75191, 6.24749, -1.87500], [-0.17720, 0.41827, 0.30800], [1.28658, -3.43586, -0.03307], [1.16614, -0.10579, 0.34732], [-1.11056, -0.25476, -0.57488], [0.72083, -2.64413, 1.02521], [1.44666, -1.29273, 1.30235], [2.49877, -1.59769, 1.36509], [1.26148, -2.92544, -0.91345], [1.59754, -0.19465, -0.64925], [-1.79630, 6.10841, -1.72335], [-0.56649, 0.65691, 1.20194], [1.82605, 0.64320, 0.81610], [-0.32319, -2.37149, 0.86661], [-0.65418, -1.07484, -1.11555], [-1.58123, 0.33648, -1.39814], [-3.11965, 5.35259, -1.71508], [1.20619, -1.00774, 2.33407], [2.23955, -3.63638, 0.18844], [0.56305, -3.18182, 1.96813], [-2.07858, -0.45687, -0.09488]],
  "lumo_energy_ev": 0.71,
  "mol_weight_g_mol": 106.2,
  "smiles": "CNCCCN.O",
  "multiplicity": 1
}

---

{
  "formula": "C4H14N2O",
  "method": "wB97M-V/def2-TZVPD",
  "symbols": ["O", "N", "N", "C", "C", "C", "C", "H", "H", "H", "H", "H", "H", "H", "H", "H", "H", "H", "H", "H", "H"],
  "positions_angstrom": [[1.43494, 1.97487, -4.12532], [-1.95002, -2.25137, -0.45884], [0.38674, 0.15362, 0.99917], [-1.59380, -1.01422, 0.22040], [-0.38430, 1.14577, 1.88673], [1.72041, 0.48905, 0.74391], [-0.03280, -1.18066, 0.59923], [2.07990, 1.45719, 1.22992], [0.15024, 2.10290, 2.24250], [1.79282, 0.52252, -0.40425], [2.02329, 1.23636, -4.17214], [2.25721, -0.35447, 1.07020], [-2.88062, -2.02599, -0.44940], [0.53047, -1.55869, -0.32782], [2.00834, 2.68539, -3.85008], [-1.21235, 1.47599, 1.29087], [-0.04342, -1.91836, 1.42945], [-1.80295, -0.09457, -0.44408], [-1.62034, -2.44277, -1.40661], [-2.29300, -1.04413, 1.12810], [-0.57078, 0.64156, 2.79805]],
  "lumo_energy_ev": 0.79,
  "mol_weight_g_mol": 106.2,
  "smiles": "CN(C)CCN.O",
  "multiplicity": 1
}

---

{
  "formula": "C4H14N2O",
  "method": "wB97M-V/def2-TZVPD",
  "symbols": ["O", "N", "N", "C", "C", "C", "C", "H", "H", "H", "H", "H", "H", "H", "H", "H", "H", "H", "H", "H", "H"],
  "positions_angstrom": [[-2.14376, 2.02881, 0.10882], [-0.42090, 0.67129, 1.81864], [1.26365, 0.54123, -2.36928], [0.83385, -1.22433, -0.62943], [-0.28691, -1.52458, 0.34635], [-0.01002, -0.74411, 1.63643], [0.77720, 0.26008, -0.92757], [2.10174, 0.11452, -2.43145], [0.68889, 0.22866, -3.26035], [-1.12086, -1.21747, -0.29031], [0.67381, -1.49035, -1.67059], [-2.50183, 2.89952, -0.15404], [1.81974, -1.57018, -0.33599], [-1.41818, 1.02850, 1.51109], [-0.57934, -1.29782, 2.45416], [1.25819, 0.94276, -0.24662], [-0.26573, 1.02012, 2.83561], [-0.22080, -2.50213, 0.62033], [-1.22355, 2.06894, -0.18091], [1.04263, -0.90396, 2.02354], [-0.26780, 0.67049, -0.85841]],
  "lumo_energy_ev": 0.88,
  "mol_weight_g_mol": 106.2,
  "smiles": "NCCCCN.O",
  "multiplicity": 1
}

---

{
  "formula": "C4H14N2O",
  "method": "wB97M-V/def2-TZVPD",
  "symbols": ["O", "N", "N", "C", "C", "C", "C", "H", "H", "H", "H", "H", "H", "H", "H", "H", "H", "H", "H", "H", "H"],
  "positions_angstrom": [[-4.01317, 1.18309, -0.39588], [-2.21255, -0.46258, 1.34675], [1.06655, 0.74231, -0.13736], [0.00608, -0.23510, -0.12637], [-0.87253, -0.01343, 1.14410], [2.88955, -0.89756, -0.56929], [2.34041, 0.49761, -0.80020], [2.91299, -1.23875, 0.50040], [-0.26691, -0.54676, 2.01009], [-3.09577, -0.14982, 0.84862], [3.16940, 1.34616, -0.50208], [-4.65589, 0.63816, -0.79116], [1.30985, 0.96475, 0.75200], [2.23894, -1.59258, -1.20756], [3.91623, -1.05201, -0.91301], [-0.39653, -0.20579, -1.12607], [-1.04012, 1.09452, 1.48221], [-3.83524, 2.15778, -0.77873], [0.61293, -1.21582, -0.05199], [-2.22333, -1.52350, 1.24299], [2.14911, 0.50931, -1.92745]],
  "lumo_energy_ev": 0.68,
  "mol_weight_g_mol": 106.2,
  "smiles": "CCNCCN.O",
  "multiplicity": 1
}

---

{
  "formula": "C4H14N2O",
  "method": "wB97M-V/def2-TZVPD",
  "symbols": ["O", "N", "N", "C", "C", "C", "C", "H", "H", "H", "H", "H", "H", "H", "H", "H", "H", "H", "H", "H", "H"],
  "positions_angstrom": [[4.85233, -2.05485, 3.77121], [1.04063, -0.70328, -1.93298], [-1.82100, 0.57423, 0.87790], [-0.04783, -0.87546, -0.92165], [-1.39875, 1.16829, -0.41723], [-2.35140, 2.32394, -0.72167], [-1.26137, -0.03209, -1.38524], [-2.68190, 0.04880, 0.85840], [-3.36513, 1.95160, -0.87573], [-2.15208, 3.12533, -0.02049], [-0.25339, -1.93637, -0.80379], [-2.19999, -0.62105, -1.42654], [1.39844, -1.62115, -2.16750], [0.30241, -0.42373, -0.00129], [0.81931, -0.14589, -2.73653], [-1.25880, 0.39521, -2.38053], [4.94374, -2.25234, 4.70580], [-0.41838, 1.57991, -0.13974], [5.73998, -2.10210, 3.38735], [-1.62593, 1.08633, 1.72007], [-2.11734, 2.78323, -1.70324]],
  "lumo_energy_ev": 1.13,
  "mol_weight_g_mol": 106.2,
  "smiles": "C[C@@H](N)CCN.O",
  "multiplicity": 1
}

---

{
  "formula": "C4H14N2O",
  "method": "wB97M-V/def2-TZVPD",
  "symbols": ["O", "N", "N", "C", "C", "C", "C", "H", "H", "H", "H", "H", "H", "H", "H", "H", "H", "H", "H", "H", "H"],
  "positions_angstrom": [[3.22061, 2.43639, -1.90737], [-0.97788, -0.91356, 2.45967], [-1.28292, 0.44700, -1.53133], [-1.07454, -1.62172, 1.18531], [-0.54659, 0.90558, -0.31094], [0.16273, -1.50768, 0.28726], [0.61123, -0.07322, 0.01957], [1.23838, 0.41634, 0.77589], [-2.26470, 0.54186, -1.27274], [0.99853, -2.11052, 0.65678], [-1.25067, 1.19793, -2.20859], [2.72712, 2.18207, -2.68404], [-0.02561, 1.84301, -0.54438], [-0.05989, -1.80834, -0.73139], [-0.63104, -1.55040, 3.16351], [-1.93218, -1.37347, 0.55361], [-1.04679, -2.70367, 1.37989], [1.14464, 0.16792, -0.90745], [-1.26774, 1.05959, 0.50393], [2.54162, 2.64200, -1.25528], [-0.28432, -0.17710, 2.36808]],
  "lumo_energy_ev": 0.61,
  "mol_weight_g_mol": 106.2,
  "smiles": "NCCCCN.O",
  "multiplicity": 1
}

---

{
  "formula": "C4H14N2O",
  "method": "wB97M-V/def2-TZVPD",
  "symbols": ["O", "N", "N", "C", "C", "C", "C", "H", "H", "H", "H", "H", "H", "H", "H", "H", "H", "H", "H", "H", "H"],
  "positions_angstrom": [[1.78775, -2.07819, -3.84758], [-0.97530, -0.06580, 1.35706], [0.23977, 0.16423, 3.41861], [-0.59514, 0.84288, 2.41793], [-0.15607, -0.18883, -1.01405], [0.90173, 0.85598, -1.34971], [-1.19217, 0.36086, 0.00360], [-1.48305, 1.20759, 2.92641], [-1.18588, -0.97119, 1.73714], [0.66494, -0.63335, 2.95914], [1.33344, -2.80249, -4.28913], [-0.66174, -0.42147, -1.95214], [1.08076, -1.64738, -3.35427], [1.43210, 1.29846, -0.49131], [-0.33643, -0.15311, 4.18473], [0.47884, 1.63241, -1.98173], [-0.01127, 1.67178, 2.02631], [-2.19323, 0.17109, -0.38258], [-1.12183, 1.43926, 0.07082], [0.24808, -1.09435, -0.55033], [1.74471, 0.41162, -1.88891]],
  "lumo_energy_ev": 0.87,
  "mol_weight_g_mol": 106.2,
  "smiles": "CCCNCN.O",
  "multiplicity": 1
}

---

{
  "formula": "C4H14N2O",
  "method": "wB97M-V/def2-TZVPD",
  "symbols": ["O", "N", "N", "C", "C", "C", "C", "H", "H", "H", "H", "H", "H", "H", "H", "H", "H", "H", "H", "H", "H"],
  "positions_angstrom": [[-0.93842, -1.04481, 3.36431], [0.78256, -0.16630, -0.68147], [-2.04035, 0.46004, -0.44991], [1.72330, 0.47545, 0.30561], [0.77890, -1.59091, -0.65323], [-1.09750, 1.46782, -0.79247], [0.05423, 0.70206, -1.50452], [-2.92406, 0.72287, -0.01463], [-1.49859, 2.15772, -1.56970], [0.02192, -2.24008, -0.13862], [0.52896, -1.90933, -1.68055], [-0.60851, 2.12396, 0.00302], [1.50365, 0.12150, 1.29460], [-0.41080, 0.06718, -2.28417], [-1.59282, -0.14109, 0.23916], [1.72540, -2.12375, -0.47260], [-0.57091, -1.92997, 3.26089], [-0.22759, -0.40837, 3.40451], [0.63800, 1.56033, -1.94700], [1.41459, 1.52074, 0.28729], [2.73803, 0.17496, 0.02947]],
  "lumo_energy_ev": 0.70,
  "mol_weight_g_mol": 106.2,
  "smiles": "CN(C)CCN.O",
  "multiplicity": 1
}

---

{
  "formula": "C4H14N2O",
  "method": "wB97M-V/def2-TZVPD",
  "symbols": ["O", "N", "N", "C", "C", "C", "C", "H", "H", "H", "H", "H", "H", "H", "H", "H", "H", "H", "H", "H", "H"],
  "positions_angstrom": [[-2.35833, -0.05892, -1.24268], [-0.45434, 0.32691, 2.70447], [0.55588, -0.36979, -2.02644], [0.06417, 0.60927, 0.26317], [-0.38990, -0.36221, 1.36714], [2.39688, -0.07161, -0.39446], [1.10472, -0.05863, -0.67010], [2.69482, 0.46319, 0.50713], [3.27741, -0.35122, -0.96496], [-2.90859, 0.47309, -1.83033], [-1.33594, -0.89244, 1.18960], [-1.09383, 1.12117, 2.64631], [0.30534, -1.20190, 1.32385], [-0.67047, -0.34348, 3.44931], [0.49493, 0.63640, 2.92812], [-0.26169, 0.21065, -2.20821], [0.37941, -1.37344, -2.14690], [0.59260, 1.49825, 0.54257], [1.30456, -0.16323, -2.70229], [-2.88404, -0.85493, -1.01483], [-0.84301, 0.80785, -0.35912]],
  "lumo_energy_ev": -6.72,
  "mol_weight_g_mol": 106.2,
  "multiplicity": 1,
  "total_charge": 2
}

---

{
  "formula": "C4H14N2O2",
  "method": "wB97M-V/def2-TZVPD",
  "symbols": ["O", "O", "N", "N", "C", "C", "C", "C", "H", "H", "H", "H", "H", "H", "H", "H", "H", "H", "H", "H", "H", "H"],
  "positions_angstrom": [[1.47546, -0.65090, 3.04798], [-3.40461, 2.27157, -0.72126], [-0.78815, -0.34559, -2.56302], [1.65569, -0.99516, -1.02795], [1.65040, 0.00441, 1.85222], [-0.86821, -0.35658, -1.10078], [0.36595, -0.22541, 1.09446], [0.52494, -0.08083, -0.43816], [-1.63249, 0.37624, -0.75307], [-1.73690, -0.10711, -2.86196], [1.43206, -1.31376, -1.93575], [2.18626, -1.24121, 3.26523], [2.51142, -0.44093, 1.33550], [-2.80535, 1.56273, -0.84978], [-0.12328, -1.18936, 1.41949], [-0.39223, 0.49468, 1.26551], [-3.04994, 2.85574, -0.07862], [1.74928, -1.70773, -0.34276], [1.93729, 1.04354, 2.03769], [-1.38105, -1.29734, -0.75422], [-0.25136, 0.37027, -3.03852], [0.87826, 0.96454, -0.63213]],
  "lumo_energy_ev": 0.72,
  "mol_weight_g_mol": 122.2,
  "smiles": "NC[C@H](N)CCO.O",
  "multiplicity": 1
}

---

What HOMO-LUMO gap values result from the calculations? In sequence: 8.8 10.0 9.2 8.2 9.3 9.0 9.6 9.9 9.1 8.4 11.8 10.1 eV.
What energy values result from the calculations? In sequence: -9400.033 -9401.344 -9401.579 -9399.968 -9400.600 -9400.218 -9401.875 -9401.891 -9401.993 -9401.120 -9385.384 -11448.926 eV.